Here is a cluster of 7 separate species, C6H29N2O6 in total in a non-equilibrium geometry from the Open Molecules 2025 dataset. Energies are from ωB97M-V/def2-TZVPD.

Geometry as XYZ:
```
43
Properties=species:S:1:pos:R:3:forces:R:3
N -1.757 -0.860 -0.187 -0.84 -0.02 -0.49
C -0.568 -0.404 -0.964 1.67 0.06 0.07
C 0.050 -1.614 -1.672 1.15 0.23 -1.52
C 0.375 0.212 0.146 -0.42 -0.92 -0.79
N 0.155 1.580 0.538 -1.22 0.14 -1.77
C 0.459 3.815 -0.679 -0.72 -0.06 -1.41
C 1.127 2.619 -0.024 -1.31 0.36 3.75
C 1.646 3.124 1.364 1.50 0.90 -1.17
H -2.561 -0.962 -0.817 0.06 0.07 0.19
H -1.660 -1.783 0.389 -0.20 1.38 -1.36
H -2.009 -0.153 0.522 0.02 -0.40 -0.47
H -0.785 0.359 -1.750 -0.48 -0.50 0.94
H 1.030 -1.277 -2.144 -0.99 -0.56 1.02
H 0.205 -2.522 -1.078 0.16 0.48 0.31
H -0.496 -1.973 -2.562 -0.38 0.35 0.46
H 1.405 0.124 -0.148 0.31 -0.27 -0.21
H 0.237 -0.510 0.963 0.23 0.35 0.38
H -0.805 1.895 0.318 0.70 -0.28 0.16
H -0.622 3.776 -0.620 -0.46 -0.13 0.85
H 0.477 3.937 -1.792 1.04 -0.13 0.77
H 0.780 4.695 -0.132 0.01 0.39 -0.59
H 1.949 2.209 -0.566 -0.06 -0.46 -0.16
H 1.719 2.326 2.095 0.42 -0.10 -0.18
H 2.620 3.610 1.143 -0.22 -0.17 0.69
H 1.013 3.892 1.806 -0.28 -0.06 -0.16
H 2.750 1.617 -2.343 -0.02 -0.32 0.34
H 1.785 0.639 -2.910 0.05 -0.17 0.25
O 2.212 0.854 -2.066 0.26 0.36 -1.45
H 4.150 -1.979 -1.414 -0.05 0.06 0.16
H 2.888 -2.681 -0.932 0.12 0.02 0.05
O 3.498 -1.970 -0.702 -0.07 -0.11 -0.17
H -2.187 -2.526 2.596 -0.15 0.22 0.23
H -0.990 -1.835 2.015 -0.14 0.23 0.67
O -1.965 -1.773 2.037 0.43 -0.07 1.38
H 1.486 -1.253 3.835 -0.37 -0.62 -0.27
H 0.581 -0.216 3.343 -0.50 -0.12 -0.25
O 0.639 -1.185 3.356 0.79 0.72 0.42
H -2.605 -4.009 1.061 0.12 0.01 -0.31
H -1.275 -4.349 0.378 -0.12 -0.10 -0.12
O -1.966 -3.678 0.414 0.09 -0.74 -0.27
H -3.900 0.946 -2.556 -0.20 0.14 0.38
H -4.036 1.118 -0.989 -0.19 0.13 -0.60
O -3.421 0.953 -1.717 0.28 -0.28 0.26
```
Forces are in eV/Å.

Total charge: +1
Relative energy (zero: lowest compared OMol25 entry of this formula, charge and spin) in eV: 3.268
Frontier orbital gap in eV: 8.705
E_HOMO in eV: -11.33

***

Here is an isolated molecule of C6H2Br2N2O4 in a non-equilibrium geometry from the Open Molecules 2025 dataset. Energies are from ωB97M-V/def2-TZVPD.

Geometry as XYZ:
```
16
Properties=species:S:1:pos:R:3:forces:R:3
O 2.196 2.188 -0.566 -0.20 -0.14 -0.01
C 1.625 1.137 -0.462 -0.10 0.38 -0.03
C 0.076 1.079 -0.463 0.18 0.47 -0.29
O -0.576 2.006 -0.864 0.16 -0.30 0.14
C -0.478 -0.203 -0.028 -3.15 -1.10 0.66
N -1.987 -0.270 0.179 2.86 -0.69 -0.94
Br -3.081 -1.314 -0.877 0.28 0.16 -0.02
N -2.578 0.691 0.953 0.17 -0.44 -0.17
O -1.817 1.323 1.635 0.46 0.62 0.57
O -3.770 0.747 0.909 -0.99 0.39 0.16
C 0.246 -1.331 0.090 -1.13 0.88 0.03
C 1.665 -1.312 -0.067 1.18 0.79 -0.35
C 2.318 -0.158 -0.324 0.45 -0.85 0.15
Br 4.189 -0.079 -0.474 -0.10 -0.13 0.02
H -0.240 -2.269 0.307 -0.14 -0.06 0.11
H 2.210 -2.237 0.053 0.08 0.00 -0.03
```
Forces are in eV/Å.

Relative energy (zero: lowest compared OMol25 entry of this formula, charge and spin) in eV: 0.000
Structure (SMILES): O=C1C(=O)C(N(Br)[N+](=O)[O-])=CC=C1Br
Frontier orbital gap in eV: 7.219
E_HOMO in eV: -9.73

***

Here is an isolated molecule of C6H2Cl6 in a non-equilibrium geometry from the Open Molecules 2025 dataset. Energies are from ωB97M-V/def2-TZVPD.

Geometry as XYZ:
```
14
Properties=species:S:1:pos:R:3:forces:R:3
C -2.249 -0.066 0.039 -0.36 1.70 -0.37
C -0.940 0.000 0.087 2.87 1.32 0.09
C 0.282 1.450 0.140 -1.66 -4.57 -0.74
Cl 0.409 2.052 1.746 -0.03 0.43 0.63
Cl -0.134 2.630 -1.040 -0.32 0.51 -0.27
C 1.539 0.639 -0.264 -1.71 -0.15 0.29
Cl 2.883 1.554 -0.671 0.83 0.06 -0.09
C 1.392 -0.695 -0.268 -0.04 1.10 -0.49
Cl 2.596 -1.825 -0.716 0.08 0.43 0.27
C 0.016 -1.174 0.121 0.76 -0.77 0.02
Cl 0.222 -1.787 1.815 -0.37 0.01 -0.01
Cl -0.339 -2.634 -0.925 -0.70 0.93 0.44
H -2.796 -0.982 -0.054 0.11 -0.60 0.09
H -2.883 0.836 -0.010 0.56 -0.39 0.15
```
Forces are in eV/Å.

Relative energy (zero: lowest compared OMol25 entry of this formula, charge and spin) in eV: 0.000
Structure (SMILES): C=C1C(Cl)(Cl)C(Cl)=C(Cl)C1(Cl)Cl
Frontier orbital gap in eV: 10.009
E_HOMO in eV: -9.82

***

Here is an isolated molecule of C6H2F4N2 in a non-equilibrium geometry from the Open Molecules 2025 dataset. Energies are from ωB97M-V/def2-TZVPD.

Geometry as XYZ:
```
14
Properties=species:S:1:pos:R:3:forces:R:3
N -0.826 -1.730 -2.201 0.16 -0.14 -0.51
C -0.966 -1.377 -1.122 -0.18 -0.05 0.23
C -1.209 -0.961 0.215 -1.00 0.65 0.74
F -1.574 -1.929 1.064 0.10 0.23 -0.18
C -1.301 0.335 0.555 0.17 -0.36 -0.07
F -1.727 0.703 1.767 0.10 -0.20 -0.42
C -0.679 1.425 -0.251 0.63 -0.32 0.25
F -1.519 2.256 -0.851 -0.16 0.02 0.06
N 0.554 1.636 -0.315 -1.25 0.61 -0.62
C 1.504 0.846 0.280 0.62 -0.81 0.47
C 1.687 -0.447 0.026 0.43 0.56 -0.25
F 2.685 -1.105 0.624 0.18 -0.14 0.17
H 2.156 1.374 0.964 0.10 -0.11 0.02
H 1.215 -1.026 -0.755 0.08 0.06 0.11
```
Forces are in eV/Å.

Relative energy (zero: lowest compared OMol25 entry of this formula, charge and spin) in eV: 0.300
Structure (SMILES): N#C\C(F)=C(F)/C(F)=N\C=C\F
Frontier orbital gap in eV: 9.349
E_HOMO in eV: -9.81

***

Here is a cluster of 10 separate species, C6H30NO10 in total in a non-equilibrium geometry from the Open Molecules 2025 dataset. Energies are from ωB97M-V/def2-TZVPD.

Geometry as XYZ:
```
47
Properties=species:S:1:pos:R:3:forces:R:3
C -2.304 3.100 0.910 0.26 -0.51 -0.57
C -1.398 1.951 0.369 -0.70 0.54 -0.05
C -1.523 1.939 -1.182 0.22 -0.53 -0.24
C -0.358 2.726 -1.745 -1.41 -1.36 -0.53
C 0.733 2.146 -2.232 0.83 1.65 -0.10
N -1.701 0.708 1.065 -0.07 0.40 0.02
C -0.863 -0.449 1.007 -0.50 -0.78 -0.55
O -0.828 -1.121 -0.267 -0.01 0.73 -0.63
H -1.749 4.035 0.931 0.16 0.06 0.43
H -2.707 2.813 1.880 0.05 0.35 0.06
H -3.099 3.299 0.186 -0.25 -0.26 0.33
H -0.369 2.219 0.609 0.13 -0.23 0.06
H -2.474 2.319 -1.559 -0.12 0.57 0.40
H -1.606 0.925 -1.557 0.74 0.06 0.30
H -0.598 3.787 -1.777 0.96 0.15 0.29
H 0.917 1.107 -2.461 -0.34 -0.20 0.58
H 1.576 2.816 -2.427 -0.13 -0.20 -0.38
H -2.674 0.456 0.938 0.05 -0.12 -0.01
H 0.166 -0.305 1.337 -0.08 0.49 0.13
H -1.348 -1.176 1.662 0.25 0.05 0.26
H 3.181 2.817 1.659 0.89 -0.03 0.09
H 1.830 2.494 1.229 -0.39 -0.13 -0.09
O 2.284 2.978 1.924 -0.49 0.12 -0.08
H -1.529 -3.963 -1.018 -0.09 -0.52 -0.38
H -1.111 -2.650 -0.366 -0.59 -0.53 0.84
O -1.509 -3.557 -0.157 0.22 0.44 -0.17
H 1.621 -1.965 0.299 -0.07 -0.25 0.06
H 2.973 -2.294 0.707 0.62 -0.24 0.20
O 2.096 -2.341 1.086 -0.19 0.45 -0.73
H -1.159 -0.571 -4.099 0.05 -0.09 0.09
H -0.705 -0.469 -2.635 0.36 -0.28 0.21
O -1.268 -0.056 -3.294 -0.29 -0.09 -0.67
H -2.840 -0.955 -1.093 0.04 -0.20 0.02
H -3.632 -2.178 -0.669 0.28 -0.32 0.20
O -3.740 -1.314 -1.066 -0.21 0.46 -0.16
H 3.465 -0.887 2.298 -0.64 -0.47 0.17
H 3.709 0.343 1.441 0.32 -0.69 0.26
O 4.134 -0.240 2.108 0.45 0.94 -0.28
H 3.288 0.660 -1.125 0.03 0.21 0.42
H 2.253 -0.127 -0.422 0.17 0.07 -0.10
O 2.913 0.589 -0.233 -0.24 -0.01 -0.60
H 1.668 -2.080 -1.925 -0.34 0.58 0.56
H 0.086 -1.170 -0.774 -0.04 0.10 0.37
O 1.370 -1.339 -1.364 0.28 -0.21 -0.46
H -0.453 -3.372 3.110 0.45 0.02 -0.88
H 0.741 -3.174 1.992 -0.54 -0.08 0.36
O 0.483 -3.203 2.929 -0.09 -0.11 0.93
```
Forces are in eV/Å.

Total charge: -1
Relative energy (zero: lowest compared OMol25 entry of this formula, charge and spin) in eV: 1.638
Frontier orbital gap in eV: 8.795
E_HOMO in eV: -5.98

***

Here is a structure of composition C6H31B4NO2Sn in a non-equilibrium geometry from the Open Molecules 2025 dataset. Energies are from ωB97M-V/def2-TZVPD.

Geometry as XYZ:
```
45
Properties=species:S:1:pos:R:3:forces:R:3
Sn -0.112 -1.110 -0.253 3.27 -0.42 -0.97
B 2.688 0.274 1.109 -0.17 -0.07 0.00
H 3.271 -0.600 0.864 1.71 -3.30 -0.78
H 2.224 0.656 0.212 -1.79 1.74 -2.90
H 1.983 0.080 1.902 -3.28 -1.05 3.55
H 3.414 0.963 1.512 2.70 3.40 1.68
B 1.612 -3.311 1.543 -0.21 -0.09 0.13
H 1.834 -2.723 0.666 0.92 2.20 -4.05
H 2.122 -2.794 2.341 2.02 2.25 3.05
H 0.577 -3.216 1.830 -4.89 0.25 1.12
H 1.942 -4.336 1.614 1.04 -4.15 -0.54
B -0.632 -2.792 -2.928 -0.25 -0.21 0.36
H -0.905 -1.764 -2.751 -1.25 4.73 0.57
H -1.436 -3.392 -2.531 -3.44 -2.57 1.25
H -0.335 -2.972 -3.950 0.93 -0.56 -3.92
H 0.219 -3.009 -2.302 3.65 -0.84 2.72
B 2.621 -0.452 -1.936 -1.11 -0.90 -0.58
H 2.003 0.357 -1.581 -2.67 3.50 1.19
H 2.088 -0.940 -2.738 -1.92 -1.96 -3.57
H 3.580 -0.089 -2.272 3.79 1.72 -1.19
H 2.790 -1.174 -1.152 0.53 -2.84 2.98
C -1.965 1.159 -3.129 0.65 -0.10 -0.16
O -1.261 1.375 -1.918 -0.36 1.66 1.03
C -1.366 2.743 -1.412 1.69 -0.87 2.48
C -0.197 2.969 -0.280 -0.04 -1.42 -1.69
N -0.199 2.016 0.797 -0.91 -1.25 -1.62
C -1.322 2.066 1.693 1.87 0.22 -0.36
C -1.324 0.969 2.732 -0.98 0.00 -0.42
O -1.655 -0.330 2.123 0.30 2.02 0.41
C -1.874 -1.316 3.089 0.09 -0.74 0.43
H -1.313 1.480 -3.941 -0.15 0.16 -0.32
H -2.919 1.684 -3.176 -0.15 0.11 0.14
H -2.113 0.086 -3.254 0.01 0.01 0.17
H -2.278 2.878 -0.831 -0.65 0.02 -0.73
H -1.173 3.530 -2.140 -0.35 -0.23 -0.39
H -0.114 3.975 0.130 -0.73 0.66 -0.31
H 0.666 2.852 -0.935 0.55 -0.35 0.61
H 0.664 1.595 1.111 0.58 -0.01 -0.05
H -2.264 2.093 1.145 -0.12 -0.15 0.05
H -1.153 3.028 2.176 -0.93 0.38 0.94
H -2.099 1.343 3.400 -0.76 -0.76 0.29
H -0.454 0.977 3.390 0.59 -0.56 -0.60
H -2.230 -2.235 2.623 0.27 0.08 -0.36
H -2.661 -1.050 3.795 -0.07 0.42 0.23
H -0.945 -1.542 3.613 0.03 -0.10 0.14
```
Forces are in eV/Å.

Total charge: -2
Relative energy (zero: lowest compared OMol25 entry of this formula, charge and spin) in eV: 6.715
Frontier orbital gap in eV: 5.958
E_HOMO in eV: -1.42

***

Here is a cluster of 6 separate species, C6H31ClN5O4 in total in a non-equilibrium geometry from the Open Molecules 2025 dataset. Energies are from ωB97M-V/def2-TZVPD.

Geometry as XYZ:
```
47
Properties=species:S:1:pos:R:3:forces:R:3
N 0.449 -4.237 -0.920 -0.02 1.28 0.54
H 0.418 -3.312 -0.451 0.02 -0.26 0.20
H 1.432 -4.458 -1.108 -0.18 -0.26 -0.20
H -0.113 -4.116 -1.766 0.20 -0.59 -0.14
H 0.022 -4.893 -0.265 0.05 -0.24 -0.24
N -0.789 0.002 -1.560 -1.60 -0.07 -1.48
H -0.834 -0.066 -2.586 0.66 -0.38 0.18
H -0.194 0.899 -1.390 1.39 0.36 0.44
H -0.484 -0.862 -1.108 0.17 0.44 0.12
H -1.787 0.129 -1.375 0.26 0.17 0.63
N -1.155 -5.483 4.568 0.39 -0.17 -0.10
H -1.629 -6.073 3.881 -0.23 0.05 0.19
H -1.772 -5.245 5.351 -0.05 -0.01 -0.14
H -0.818 -4.630 4.090 -0.03 0.06 0.16
H -0.364 -6.027 4.934 0.00 0.20 0.04
N -4.140 -0.414 1.607 0.50 -0.80 -1.30
H -4.208 -0.115 0.630 -0.11 0.48 0.25
H -3.216 -0.876 1.686 0.04 0.27 0.60
H -4.860 -1.140 1.681 -0.17 0.36 0.71
H -4.207 0.381 2.248 -0.26 -0.21 0.13
Cl -0.540 -1.784 2.178 0.18 -0.09 -0.09
O -0.953 -1.877 0.757 -0.55 -0.12 -0.39
O 0.765 -1.247 2.187 0.21 -0.06 0.43
O -1.479 -0.959 2.897 -0.20 -0.16 -0.59
O -0.592 -3.133 2.709 0.09 -0.12 -0.01
C 0.070 4.532 -0.887 -0.37 -0.57 -1.89
C -0.226 3.029 -1.051 0.64 -0.09 1.31
N 0.964 2.169 -1.344 -1.39 -0.42 0.45
C 1.560 2.366 -2.686 -1.08 1.16 0.13
C 2.569 3.518 -2.829 0.40 -1.09 0.02
C 1.889 2.059 -0.202 1.05 -0.78 -0.64
C 2.440 0.610 -0.148 -0.46 0.55 -0.33
H -0.757 5.161 -0.566 -0.09 -0.37 0.53
H 0.235 4.873 -1.914 0.46 0.36 0.23
H 0.967 4.651 -0.290 -0.06 0.26 0.14
H -0.575 2.660 -0.075 -0.15 -0.07 -0.07
H -0.991 2.733 -1.775 -0.09 0.72 -0.24
H 1.938 1.415 -3.061 0.28 0.05 0.03
H 0.694 2.637 -3.303 0.06 -0.27 -0.15
H 2.573 3.860 -3.862 0.16 -0.06 -0.02
H 2.374 4.376 -2.196 -0.13 -0.06 0.12
H 3.546 3.099 -2.582 0.20 0.47 -0.10
H 1.390 2.320 0.727 -0.12 0.03 -0.01
H 2.741 2.726 -0.345 -0.12 0.22 0.22
H 1.561 -0.037 -0.199 0.15 -0.36 0.24
H 3.026 0.373 0.736 -0.10 0.15 0.10
H 3.060 0.407 -1.022 0.01 0.03 -0.02
```
Forces are in eV/Å.

Total charge: +3
Frontier orbital gap in eV: 7.328
E_HOMO in eV: -16.20